Entry 1:
The following is a DFT calculation (ωB97M-V/def2-TZVPD) of a molecular structure, C8H10O8PTb at a distorted geometry.

Output
ΔE to the lowest compared entry with this formula, charge and spin in kcal/mol: 37.1
E in a.u.: -2077.7980
Multiplicity: 7
Gap between HOMO and LUMO (spin up / spin down) in eV: 5.9 / 5.0
Total charge: +2
Expectation value of S²: 12.929

The geometry in XYZ format:
```
28
Properties=species:S:1:pos:R:3:forces:R:3:mulliken_charge:R:1
O 0.952 1.684 0.213 2.99 -2.02 4.14 -0.584
C 1.713 1.099 1.136 1.09 5.49 -2.81 0.192
Tb 0.341 -0.567 -0.185 -0.33 -2.39 -0.60 0.797
O 0.839 2.173 -2.489 -0.39 -3.55 1.65 -0.165
C 0.718 1.154 -1.969 0.35 4.03 -3.46 0.474
C 0.509 0.049 2.487 -1.33 0.39 6.00 0.301
O 0.406 0.322 3.615 0.42 -1.33 -5.14 -0.137
C -1.236 1.274 0.516 -2.89 4.06 1.44 0.484
O -1.740 2.266 0.812 1.56 -3.50 -1.06 -0.176
C 2.743 0.221 0.574 2.54 -0.12 0.92 0.123
O 3.933 0.191 0.496 -3.18 -0.08 -0.14 -0.204
H 1.928 1.617 2.102 -0.24 -0.51 -0.56 0.588
C -3.633 -2.988 -3.580 -0.69 0.24 -0.53 -0.624
O -2.419 -2.923 -2.776 1.59 1.77 1.26 -0.216
P -1.689 -1.539 -2.243 -0.31 -2.20 -0.07 0.356
O -1.816 -1.625 -0.526 -0.55 -0.14 -1.03 -0.227
C -2.362 -2.754 0.214 -0.25 -0.22 0.18 -0.630
O 0.006 -1.985 -2.100 -1.68 0.27 -0.50 -0.275
C 0.516 -3.304 -2.426 0.30 -0.40 -0.22 -0.601
H -3.736 -4.027 -3.915 0.22 0.31 0.21 0.261
H -3.576 -2.333 -4.461 0.19 -0.18 0.34 0.324
H -4.516 -2.710 -2.991 0.42 -0.10 -0.01 0.297
H -3.295 -2.433 0.682 0.19 -0.07 -0.05 0.262
H -2.551 -3.604 -0.444 0.07 0.18 0.05 0.274
H -1.637 -3.047 0.980 -0.11 0.02 -0.07 0.301
H 1.102 -3.662 -1.576 -0.02 -0.01 -0.11 0.295
H 1.150 -3.206 -3.309 -0.07 -0.09 0.15 0.266
H -0.300 -4.000 -2.623 0.11 0.15 0.03 0.246
```
Forces are in eV/Å.


Entry 2:
The following is a DFT calculation (ωB97M-V/def2-TZVPD) of 10 unconnected molecules or ions with the total composition C11H42N16O10 at a distorted geometry.

Output
E in a.u.: -2072.7098
Gap between HOMO and LUMO in eV: 8.9
SMILES: NC(N)=O.NC(N)=O.NC(N)=O.NC(N)=O.NC(N)=O.NC(N)=O.NC(N)=O.NC(N)=O.CCO.CO
Total charge: 0

The geometry in XYZ format:
```
79
Properties=species:S:1:pos:R:3:forces:R:3:mulliken_charge:R:1
C -3.237 2.011 -1.448 0.47 0.58 0.31 -1.255
C -2.720 0.739 -2.035 0.90 -0.98 -0.88 0.908
O -3.652 0.241 -2.969 -0.22 -0.08 -0.22 -0.597
H -2.524 2.501 -0.739 -0.94 -0.52 -0.38 -0.079
H -4.162 1.664 -1.039 -0.63 0.40 1.10 0.484
H -3.570 2.739 -2.213 0.54 -0.24 0.04 0.602
H -2.580 -0.104 -1.368 -0.02 0.31 0.79 -0.219
H -1.757 0.822 -2.546 0.16 0.33 0.06 -0.163
H -3.830 1.013 -3.496 -0.60 0.10 -0.81 0.357
C 3.200 -1.283 2.182 3.00 5.24 3.47 0.407
O 3.901 -0.206 2.621 -3.53 -5.26 -2.54 -0.691
N 2.452 -2.023 3.011 -0.31 1.57 3.21 -0.526
N 2.967 -1.615 0.943 2.59 2.39 -3.70 -0.547
H 2.396 -1.576 3.937 0.12 -0.99 -0.25 0.215
H 2.223 -2.973 2.884 -0.12 -0.92 -0.12 0.177
H 3.536 -0.965 0.321 -0.60 -1.75 0.64 0.266
H 2.498 -2.498 0.581 0.94 0.07 -0.08 0.395
C 0.565 3.738 -3.152 6.50 -0.34 3.07 0.582
O 1.900 3.842 -2.716 -6.57 -0.63 -1.90 -0.763
N 0.141 4.133 -4.303 -0.61 1.22 -3.99 -0.405
N -0.376 3.096 -2.484 -1.07 -2.19 2.22 -0.386
H 0.779 4.655 -4.927 -0.87 -0.86 0.44 0.290
H -0.722 3.631 -4.613 1.36 1.44 -0.26 0.186
H -0.219 2.934 -1.421 0.00 0.38 -1.54 0.374
H -1.313 2.854 -2.837 0.95 0.82 0.02 0.143
C 0.021 0.082 0.836 -4.90 4.20 -0.56 -0.085
O -1.033 0.939 0.557 4.16 -3.95 1.32 -0.832
N 0.162 -0.492 2.001 -0.15 1.00 2.14 0.763
N 0.894 -0.231 -0.072 1.92 -0.35 -2.97 0.703
H -0.417 -0.166 2.783 -0.15 0.19 -0.53 0.191
H 0.978 -0.963 2.336 0.93 -0.28 -0.26 -0.126
H 0.717 0.049 -1.072 0.41 0.09 0.93 -0.318
H 1.749 -0.829 0.166 -1.36 1.22 0.11 -0.082
C 1.289 3.669 0.267 2.77 9.41 1.02 0.484
O 1.824 4.972 0.260 -3.01 -7.27 -0.38 -0.735
N 1.861 2.667 0.850 2.23 -4.89 0.70 -0.270
N 0.020 3.370 0.006 -3.36 2.78 -0.40 -0.128
H 2.846 2.626 0.954 0.97 0.76 0.28 0.248
H 1.559 1.660 0.700 0.12 2.21 0.10 0.305
H -0.646 4.232 -0.055 1.75 -2.25 0.42 0.337
H -0.276 2.508 0.464 -0.95 0.23 0.03 0.042
C -0.872 -0.466 4.924 7.20 3.25 3.84 0.472
O 0.305 -0.165 5.598 -5.71 -1.55 -3.56 -0.713
N -1.399 0.372 4.041 -2.73 1.43 -1.33 -0.483
N -1.432 -1.621 5.059 -0.44 -3.15 1.34 -0.274
H -1.058 1.299 3.861 0.50 0.14 0.74 0.248
H -2.382 0.265 3.701 1.42 -0.32 0.39 0.110
H -1.036 -2.218 5.775 -0.02 0.22 -0.20 0.252
H -2.284 -1.943 4.660 -0.57 0.28 -0.45 0.209
C 2.574 -4.160 -1.232 2.20 -7.36 -1.76 0.152
O 3.082 -5.487 -1.421 -2.40 7.83 1.22 -0.713
N 1.981 -3.754 -0.108 0.69 -2.58 4.69 -0.267
N 2.491 -3.241 -2.176 1.89 -1.41 -2.25 -0.089
H 2.310 -4.446 0.713 -1.87 1.71 -2.48 0.269
H 1.004 -3.286 -0.177 0.99 -1.61 0.32 0.388
H 3.160 -3.397 -2.932 -0.82 0.10 -0.13 0.220
H 2.296 -2.283 -2.051 -0.23 0.98 0.22 0.181
C 1.896 0.131 -3.372 2.59 -7.28 -2.72 0.372
O 2.259 -1.123 -3.847 -1.61 5.85 2.34 -0.794
N 0.712 0.302 -2.814 -3.71 -1.19 0.35 -0.572
N 2.650 1.162 -3.329 4.06 1.89 -0.94 -0.177
H 0.106 -0.527 -3.001 0.39 1.34 -0.05 0.252
H 0.307 1.247 -2.881 -0.09 -0.58 0.19 -0.038
H 3.631 1.051 -3.724 -2.02 0.43 0.79 0.271
H 2.328 2.075 -2.938 0.53 -0.09 -0.35 0.200
C -1.257 -3.226 0.399 -4.49 -8.14 0.06 0.128
O -1.942 -4.425 0.231 3.41 6.49 0.16 -0.757
N -1.279 -2.591 1.522 -1.41 -0.15 2.90 0.075
N -0.368 -2.704 -0.404 2.48 2.39 -6.15 0.174
H -1.881 -2.947 2.222 -0.62 -0.54 0.43 0.172
H -0.657 -1.871 1.836 0.03 0.07 -0.48 0.101
H -0.388 -2.891 -1.463 -0.35 -0.13 2.31 0.371
H 0.089 -1.747 -0.231 -1.59 -1.77 -0.26 0.145
C -3.989 0.417 1.865 1.11 1.50 -1.71 -0.649
O -3.185 -0.724 1.972 -0.03 -0.40 0.66 -0.574
H -3.360 1.352 1.727 -0.59 -0.87 0.37 0.145
H -4.636 0.530 2.696 -0.53 -0.11 0.97 0.435
H -4.582 0.345 0.963 -0.50 0.08 -0.18 0.297
H -2.635 -0.769 1.183 0.09 0.04 0.05 0.211
```
Forces are in eV/Å.